1.
A molecular structure, C14H7BF4N2OOsS3, computed with wB97M-V/def2-TZVPD.

Structure (XYZ):
```
33
Properties=species:S:1:pos:R:3:forces:R:3
Os -1.306 -1.251 2.854 -0.378 0.548 1.074
S 0.594 -1.278 3.982 0.123 0.062 -0.124
C 0.169 -2.867 4.594 0.014 -0.046 0.161
S -1.391 -3.259 3.901 0.124 -0.042 -0.443
C 0.944 -3.655 5.358 0.054 -0.096 0.102
C 2.233 -3.208 5.806 -0.085 -0.036 0.014
N 3.261 -2.844 6.165 0.012 0.019 -0.016
C 0.512 -4.970 5.735 0.045 0.079 0.006
N 0.162 -6.022 6.036 -0.026 -0.007 -0.009
F -2.951 -1.777 1.527 -0.069 -0.016 -0.181
B -3.884 -0.724 1.937 -0.370 -0.306 -0.669
F -5.060 -1.243 2.312 0.073 0.096 0.186
F -3.086 -0.277 3.160 0.259 -0.043 0.239
F -3.895 0.272 1.037 0.022 0.087 0.148
C -0.140 3.662 -4.786 -0.031 -0.063 0.003
C 0.846 2.850 -5.582 -0.004 -0.024 0.053
O 0.774 2.652 -6.757 0.025 0.106 -0.016
S 2.341 2.274 -4.698 0.032 -0.166 -0.095
C 1.654 1.587 -3.221 -0.017 0.110 0.085
C 2.260 1.870 -1.998 0.002 0.008 0.003
C 1.746 1.341 -0.830 0.027 -0.022 0.009
C 0.606 0.532 -0.866 -0.062 0.110 0.009
C 0.013 0.233 -2.099 -0.001 0.011 0.004
C 0.548 0.738 -3.267 0.000 -0.004 -0.012
C 0.040 0.017 0.329 0.136 -0.094 -0.037
C -0.475 -0.430 1.340 0.128 -0.329 -0.477
H -1.035 3.824 -5.381 0.004 -0.003 -0.018
H 0.328 4.620 -4.553 -0.004 0.001 -0.003
H -0.394 3.181 -3.844 0.009 0.020 0.004
H 3.128 2.515 -1.969 -0.020 0.026 0.006
H 2.209 1.563 0.122 0.001 0.003 -0.002
H -0.859 -0.406 -2.123 -0.004 0.006 -0.011
H 0.110 0.478 -4.222 -0.017 0.008 0.006
```
Positions in Å, forces in eV/Å.

Summary:
LUMO (alpha / beta) ... -3.2 / -3.2 eV
HOMO-LUMO gap (alpha / beta) ... 5.93 / 5.93 eV



2.
A molecular structure, C14H7N2O9Pd, computed with wB97M-V/def2-TZVPD.

Structure (XYZ):
```
33
Properties=species:S:1:pos:R:3:forces:R:3
Pd -0.598 0.285 0.014 -0.083 -0.237 0.061
O 4.657 -0.091 3.632 0.033 -0.094 0.006
C 3.710 -0.127 2.971 -0.092 0.300 -0.012
C 2.134 -0.339 3.467 0.078 -0.237 -0.061
O 1.885 -0.525 4.595 -0.028 0.069 0.026
C 1.329 -0.293 2.214 -0.006 0.057 0.054
C 2.137 -0.008 1.041 0.033 0.042 -0.018
O 1.664 0.107 -0.089 -0.014 0.146 -0.037
C 3.584 0.108 1.343 0.014 -0.222 0.042
O 4.543 0.287 0.692 -0.005 0.065 -0.018
O 0.121 -0.483 2.171 0.000 -0.058 -0.060
O -1.008 1.965 -1.331 0.103 -0.050 -0.041
C -0.613 2.758 -0.435 0.019 -0.003 -0.003
O -0.225 2.262 0.683 -0.075 0.080 0.004
C -0.585 4.218 -0.645 0.000 -0.004 -0.011
C -0.955 4.750 -1.877 0.000 0.007 -0.001
C -0.922 6.121 -2.075 0.002 -0.007 -0.002
C -0.521 6.963 -1.048 -0.011 0.014 -0.019
C -0.158 6.406 0.165 -0.043 0.016 0.029
C -0.181 5.048 0.393 0.001 -0.020 0.021
N 0.274 7.297 1.263 0.183 0.001 -0.051
O 0.624 6.771 2.299 -0.062 -0.012 0.026
O 0.276 8.487 1.045 -0.066 0.013 0.013
H -1.261 4.083 -2.671 -0.001 0.000 0.001
H -1.207 6.539 -3.031 0.001 -0.001 0.001
H -0.485 8.036 -1.171 -0.002 -0.003 -0.003
H 0.107 4.652 1.356 -0.003 -0.002 -0.003
C -5.239 -0.492 0.372 0.039 0.010 -0.020
C -3.800 -0.337 0.244 -0.049 -0.065 0.005
N -2.667 -0.225 0.146 0.020 0.199 0.068
H -5.640 -0.916 -0.547 0.005 -0.002 -0.004
H -5.691 0.482 0.550 0.004 0.004 0.001
H -5.459 -1.155 1.207 0.005 -0.003 0.004
```
Positions in Å, forces in eV/Å.

Summary:
LUMO (alpha / beta) ... -5.4 / -7.6 eV
Charge ... +1
HOMO-LUMO gap (alpha / beta) ... 7.28 / 5.05 eV
Multiplicity ... 5
<S²> ... 6.033



3.
A molecular structure, C14H8BrCl2I2InNO4, computed with wB97M-V/def2-TZVPD.

Structure (XYZ):
```
33
Properties=species:S:1:pos:R:3:forces:R:3
In -0.715 0.519 -0.712 0.592 -0.365 -0.190
I -0.555 2.996 -2.207 0.044 -0.021 0.017
C -2.409 3.847 -1.619 -0.086 0.050 0.012
I -2.725 3.695 0.459 -0.056 -0.020 0.100
H -3.194 3.316 -2.142 -0.015 -0.009 0.003
H -2.378 4.896 -1.887 0.003 -0.006 -0.042
Cl 5.896 -2.796 -1.622 -0.101 0.048 0.005
C 4.461 -1.832 -1.595 0.046 -0.044 0.004
C 4.528 -0.493 -1.984 0.026 -0.031 -0.011
C 3.403 0.302 -1.974 0.373 0.142 -0.142
Cl 3.539 1.953 -2.467 -0.107 -0.046 0.030
C 2.157 -0.199 -1.580 -0.236 -0.031 0.064
O 1.106 0.591 -1.637 -0.065 0.183 0.097
C 2.112 -1.550 -1.177 -0.203 -0.300 0.151
C 0.906 -2.174 -0.705 0.218 0.218 -0.126
O -0.181 -1.614 -0.507 -0.144 -0.150 0.011
C 3.262 -2.361 -1.195 0.105 0.046 -0.035
H 5.474 -0.075 -2.303 -0.009 0.017 0.010
H 0.967 -3.248 -0.490 -0.025 0.002 0.028
H 3.197 -3.396 -0.887 -0.013 0.008 -0.002
Br 1.120 0.870 2.285 0.066 0.031 -0.060
C -0.654 0.290 2.473 -0.039 -0.037 -0.074
C -1.190 -0.052 3.696 -0.092 -0.022 0.026
C -2.510 -0.485 3.718 0.003 -0.016 0.111
C -3.246 -0.564 2.546 -0.041 0.009 -0.040
C -2.635 -0.199 1.365 0.158 0.127 0.081
N -1.359 0.217 1.349 -0.117 0.183 0.138
C -3.370 -0.256 0.030 0.107 -0.253 -0.155
O -4.511 -0.623 0.021 -0.100 0.110 -0.008
O -2.661 0.070 -1.029 -0.323 0.168 0.025
H -0.601 0.015 4.598 0.026 0.007 -0.017
H -2.961 -0.764 4.661 0.002 0.004 -0.006
H -4.274 -0.895 2.520 0.001 -0.004 -0.005
```
Positions in Å, forces in eV/Å.

Summary:
LUMO ... -4.0 eV
Charge ... +1
HOMO-LUMO gap ... 7.58 eV



4.
A molecular structure, C14H8BrClCoIN2OSbSe4, computed with wB97M-V/def2-TZVPD.

Structure (XYZ):
```
34
Properties=species:S:1:pos:R:3:forces:R:3
Co 0.729 0.124 0.312 0.011 0.054 -0.175
Se 1.056 -2.286 -2.644 -0.077 0.184 -0.061
Sb 3.069 -2.887 -1.394 0.181 0.145 0.159
Se 4.473 0.382 1.404 -0.042 0.021 -0.144
Se 2.646 -1.034 0.987 0.073 -0.386 0.066
Se 2.595 -5.016 -0.283 -0.009 -0.029 0.025
Cl -5.480 -2.594 -0.024 -0.005 -0.007 -0.002
C -4.123 -1.489 0.048 -0.020 -0.014 -0.001
C -4.358 -0.146 -0.005 0.032 0.027 0.001
C -3.291 0.769 0.052 -0.091 -0.048 0.006
I -3.675 2.814 -0.023 0.005 0.019 0.000
C -1.974 0.349 0.159 0.236 0.126 -0.040
O -0.935 1.121 0.210 -0.362 -0.106 -0.075
C -1.765 -1.070 0.223 0.150 0.014 0.074
N -0.454 -1.432 0.366 -0.167 -0.080 0.261
C -0.156 -2.707 0.425 -0.009 -0.036 -0.044
C -1.140 -3.717 0.356 0.158 0.087 -0.015
C -2.450 -3.374 0.238 -0.067 0.051 -0.070
C -2.806 -2.003 0.167 -0.029 -0.061 0.008
H -5.372 0.217 -0.094 -0.002 -0.002 0.000
H 0.881 -2.995 0.545 -0.018 0.004 0.018
H -0.791 -4.740 0.373 -0.051 -0.013 0.008
H -3.225 -4.127 0.173 -0.005 -0.003 0.018
Br 3.728 5.906 -0.589 0.010 0.000 0.003
C 2.900 4.219 -0.307 -0.088 0.074 0.064
C 3.379 3.107 -0.947 0.021 -0.163 0.003
C 2.756 1.887 -0.685 -0.014 0.131 -0.018
N 1.663 1.802 0.077 0.128 0.015 -0.002
C 1.216 2.900 0.695 -0.070 0.057 0.027
C 1.812 4.134 0.555 0.092 -0.015 -0.093
H 4.242 3.141 -1.594 -0.002 0.001 -0.001
H 3.098 0.973 -1.145 0.008 -0.033 0.008
H 0.328 2.775 1.298 0.023 -0.017 -0.009
H 1.426 4.998 1.074 0.000 0.001 0.003
```
Positions in Å, forces in eV/Å.

Summary:
LUMO (alpha / beta) ... 3.5 / 3.5 eV
Charge ... -2
HOMO-LUMO gap (alpha / beta) ... 4.37 / 4.43 eV
Multiplicity ... 2
<S²> ... 0.781



5.
A molecular structure, C14H8Cl5F5N2ORu, computed with wB97M-V/def2-TZVPD.

Structure (XYZ):
```
36
Properties=species:S:1:pos:R:3:forces:R:3
Ru -0.094 0.109 0.358 -0.734 0.087 -0.300
Cl 2.297 -5.461 -3.324 0.002 -0.013 -0.018
C 1.936 -4.262 -2.183 0.043 -0.012 0.037
C 1.001 -3.267 -2.503 -0.038 0.019 -0.053
Cl 0.241 -3.198 -4.028 0.010 -0.004 0.037
C 0.715 -2.324 -1.540 0.030 0.087 0.036
Cl -0.344 -0.978 -1.864 -0.118 0.157 0.079
C 1.325 -2.309 -0.294 0.030 0.006 -0.146
O 0.997 -1.362 0.600 0.495 -0.188 0.260
C 2.295 -3.266 0.007 0.016 -0.077 0.017
Cl 3.064 -3.219 1.527 -0.009 0.013 0.010
C 2.582 -4.255 -0.934 0.006 0.012 0.014
Cl 3.730 -5.454 -0.565 -0.008 0.003 -0.007
N 0.082 0.675 2.347 0.026 0.119 0.037
C -1.294 0.717 2.926 0.015 -0.100 0.064
C -2.071 -0.460 2.377 -0.060 0.065 0.095
N -1.982 -0.425 0.877 0.040 -0.008 0.198
H 0.655 -0.017 2.835 -0.024 -0.062 -0.057
H 0.554 1.566 2.487 0.005 0.009 -0.006
H -1.753 1.661 2.632 0.006 0.006 -0.022
H -1.270 0.675 4.014 0.038 0.038 -0.007
H -3.109 -0.425 2.706 -0.018 -0.045 -0.092
H -1.638 -1.405 2.704 0.011 -0.007 -0.006
H -2.630 0.263 0.488 -0.031 -0.008 -0.028
H -2.243 -1.327 0.479 -0.048 0.027 -0.067
F 1.532 2.707 0.964 0.028 -0.037 0.027
C 0.632 2.951 0.011 -0.140 -0.075 -0.032
C -0.255 1.915 -0.381 0.442 0.003 -0.044
C -1.139 2.231 -1.442 0.114 -0.131 0.078
F -2.003 1.295 -1.837 -0.068 0.023 -0.067
C -1.194 3.469 -2.024 -0.003 0.044 0.010
F -2.060 3.758 -2.969 -0.022 -0.015 0.002
C -0.299 4.453 -1.582 0.017 -0.012 0.000
F -0.333 5.629 -2.127 0.001 0.050 -0.020
C 0.624 4.197 -0.562 -0.068 0.024 -0.048
F 1.450 5.143 -0.179 0.015 0.001 0.021
```
Positions in Å, forces in eV/Å.

Summary:
LUMO (alpha / beta) ... -10.0 / -9.9 eV
Charge ... +2
HOMO-LUMO gap (alpha / beta) ... 4.73 / 4.91 eV



6.
A molecular structure, C14H8IrNOS7, computed with wB97M-V/def2-TZVPD.

Structure (XYZ):
```
32
Properties=species:S:1:pos:R:3:forces:R:3
Ir 1.147 -0.215 0.238 -0.018 -0.217 -0.890
S 1.860 2.874 -1.703 0.093 0.009 -0.040
C 1.147 1.678 -2.674 0.254 -0.143 -0.033
C 0.779 1.988 -4.020 -0.063 -0.005 -0.033
C 0.329 1.028 -4.880 0.012 0.041 0.004
C 0.213 -0.288 -4.422 0.041 -0.026 0.046
C 0.529 -0.524 -3.102 -0.279 -0.121 0.133
N 0.962 0.393 -2.231 0.020 0.552 0.576
H 0.900 3.015 -4.335 -0.006 0.005 0.021
H 0.070 1.287 -5.903 0.005 0.002 0.005
H -0.131 -1.097 -5.053 0.003 -0.004 0.011
H 0.396 -1.522 -2.706 -0.001 -0.050 0.088
O 2.462 -6.406 2.793 0.005 -0.007 0.002
C 2.259 -5.309 2.321 -0.004 -0.001 0.002
S 2.015 -3.851 3.286 0.004 -0.002 -0.001
C 1.813 -2.736 1.947 -0.009 0.046 -0.033
C 1.870 -3.253 0.707 -0.021 -0.030 0.023
S 1.711 -2.290 -0.723 0.070 0.165 0.046
S 2.150 -4.983 0.591 0.005 -0.003 -0.006
S 1.608 -1.032 2.251 0.026 -0.090 0.286
S -1.107 -0.324 0.244 0.052 -0.099 0.056
C -1.624 0.857 1.442 -0.039 0.027 -0.028
C -2.959 0.882 1.839 -0.006 0.003 0.007
C -3.421 1.823 2.747 -0.005 0.003 -0.007
C -2.531 2.755 3.273 0.008 0.001 -0.006
C -1.201 2.732 2.885 -0.022 0.011 0.008
C -0.721 1.789 1.970 0.037 -0.030 0.040
S 0.953 1.807 1.474 -0.166 -0.034 -0.284
H -3.639 0.146 1.422 0.001 -0.004 0.004
H -4.464 1.826 3.044 0.000 -0.002 0.004
H -2.872 3.496 3.988 -0.001 0.001 0.001
H -0.502 3.455 3.291 0.000 0.000 0.000
```
Positions in Å, forces in eV/Å.

Summary:
LUMO ... 4.6 eV
Charge ... -2
HOMO-LUMO gap ... 5.38 eV



Computed E, in the same sequence as the records: -2432.07439, -1451.78135, -5173.77832, -15283.88800, -3617.54962, -3560.11383 hartree.